A molecular structure, C46H37CaN4O3P2S at a distorted geometry, computed with ωB97M-V/def2-TZVPD.

```
94
Properties=species:S:1:pos:R:3
Ca 0.27717 0.25059 0.14349
O -2.02562 -0.63365 -1.04008
C -2.19400 -1.16233 -2.32953
C -3.45619 -1.39125 -2.85733
C -3.56494 -1.95785 -4.11791
C -2.43232 -2.29353 -4.84673
C -1.18477 -1.99114 -4.32932
C -1.04204 -1.39096 -3.07876
P 0.54582 -0.70784 -2.49914
C 0.67331 0.84509 -3.45752
C 0.41358 0.90961 -4.82820
C 0.49599 2.11468 -5.50265
C 0.83654 3.27920 -4.81721
C 1.10473 3.23013 -3.46040
C 1.02505 2.01416 -2.78770
C 1.81360 -1.81228 -3.19706
C 2.93735 -1.29762 -3.83548
C 3.93868 -2.15021 -4.28549
C 3.82196 -3.51931 -4.10303
C 2.70262 -4.03917 -3.46268
C 1.70580 -3.19016 -3.00851
C -3.10024 -0.64355 -0.13487
C -3.84265 -1.79975 0.05615
C -4.91833 -1.76162 0.92484
C -5.24476 -0.58540 1.59658
C -4.44852 0.53244 1.43756
C -3.33869 0.51891 0.58691
P -2.12040 1.88620 0.50479
C -3.05048 3.31525 -0.11819
C -3.09239 3.47113 -1.50475
C -3.83686 4.49362 -2.07422
C -4.53476 5.37424 -1.25759
C -4.48582 5.23045 0.12289
C -3.74753 4.20281 0.69536
C -1.78546 2.26726 2.26912
C -1.01906 3.40700 2.52465
C -0.56380 3.68010 3.80460
C -0.85840 2.80994 4.84884
C -1.61502 1.67433 4.60428
C -2.07424 1.40459 3.32064
H -4.34589 -1.13959 -2.30165
H -4.55096 -2.14348 -4.52481
H -2.52121 -2.76073 -5.81801
H -0.29623 -2.22032 -4.90727
H 0.14326 0.01541 -5.37734
H 0.29453 2.15015 -6.56579
H 0.89771 4.22107 -5.34779
H 1.38283 4.12658 -2.92150
H 1.28482 2.01796 -1.73460
H 3.04084 -0.23027 -3.98617
H 4.80922 -1.73937 -4.78025
H 4.59992 -4.18226 -4.45920
H 2.60813 -5.10754 -3.31638
H 0.83777 -3.61011 -2.51149
H -3.59481 -2.70491 -0.48108
H -5.51103 -2.65558 1.07204
H -6.10105 -0.55375 2.25675
H -4.67207 1.43435 1.99596
H -2.53412 2.79546 -2.14531
H -3.86409 4.60824 -3.15040
H -5.11212 6.17738 -1.69713
H -5.02374 5.92090 0.75984
H -3.71021 4.10407 1.77329
H -0.75686 4.08152 1.71631
H 0.03214 4.56664 3.98590
H -0.49626 3.01904 5.84733
H -1.84508 0.98820 5.40984
H -2.63650 0.49642 3.14777
N 4.80060 4.40066 5.79579
C 4.16543 3.64635 4.84461
C 4.14286 2.24671 4.95250
C 3.54233 1.47349 3.98727
C 2.94870 2.09504 2.88694
C 2.95437 3.48287 2.76544
C 3.56260 4.25267 3.73565
S 2.16916 1.15326 1.67587
O 3.06908 0.18422 1.07779
O 1.57100 2.06862 0.67018
N 0.88450 0.39485 2.21988
C 0.90962 -0.94623 2.65826
N 1.63374 -1.31026 3.70778
C 1.51791 -2.58956 4.06591
C 0.69591 -3.49054 3.40547
C 0.00764 -3.00879 2.31588
N 0.10135 -1.73596 1.92285
H 5.07153 3.97527 6.66377
H 4.65917 5.39402 5.81849
H 4.61074 1.76972 5.80530
H 3.51843 0.39661 4.09152
H 2.48852 3.95274 1.91017
H 3.58272 5.33185 3.63393
H 2.10754 -2.90812 4.91831
H 0.60596 -4.51994 3.71939
H -0.63862 -3.65001 1.72804
```

The strongest force on any atom comes out at 0.0514 hartree/bohr. As for the HOMO-LUMO gap: 8.288 eV. Its total energy is -3978.2986 hartree. As for the net charge: +1.


A molecular structure, C46H37MgN6 at a distorted geometry, computed with ωB97M-V/def2-TZVPD.

```
90
Properties=species:S:1:pos:R:3
Mg 0.35619 -0.18095 -0.56972
C -1.84750 -7.13621 -2.90032
C -2.70667 -6.38939 -2.11137
C -2.33914 -5.12567 -1.68273
C -1.10149 -4.59956 -2.03118
C -0.24285 -5.35078 -2.82420
C -0.61784 -6.60941 -3.25948
C -0.68675 -3.25144 -1.57284
C -1.17471 -2.15275 -2.27558
C -2.10340 -2.23372 -3.37477
C -2.43811 -0.96131 -3.69268
C -1.69144 -0.10644 -2.80508
C -1.77532 1.28440 -2.79117
C -2.78963 1.91322 -3.67453
C -4.06227 2.17421 -3.17999
C -5.02408 2.75508 -3.98775
C -4.72566 3.08266 -5.29980
C -3.46054 2.81902 -5.79835
C -2.49716 2.23608 -4.99297
C -0.99860 2.12097 -1.99188
N -0.05880 1.72416 -1.09628
C 0.48439 2.84994 -0.57133
C 1.48988 2.90791 0.39456
C 1.90872 4.26608 0.83031
C 1.37607 4.86645 1.96502
C 1.76236 6.14339 2.33486
C 2.69283 6.83517 1.57944
C 3.22032 6.24809 0.44190
C 2.83214 4.97405 0.07063
C 2.10479 1.80057 0.97697
C 3.08610 1.87657 2.02388
C 3.28925 0.60810 2.45668
C 2.43790 -0.23785 1.66683
N 1.75470 0.50766 0.75963
C 2.24629 -1.59841 1.90111
C 1.42702 -2.42763 1.13546
C 1.25459 -3.83444 1.38027
C 0.46650 -4.30580 0.38403
C 0.13672 -3.17996 -0.44885
N 0.71591 -2.05830 0.04328
C 2.95087 -2.23300 3.04623
C 4.10910 -2.96976 2.82839
C 4.76143 -3.58195 3.88318
C 4.26642 -3.47042 5.17130
C 3.10452 -2.75264 5.39411
C 2.45370 -2.13309 4.34084
C -0.14863 4.01076 -1.13726
C -1.07057 3.55710 -2.02009
N -0.92853 -0.85511 -1.97415
H -2.13294 -8.12483 -3.23155
H -3.66788 -6.79487 -1.83228
H -3.01011 -4.53783 -1.07181
H 0.71469 -4.93542 -3.10253
H 0.05140 -7.18311 -3.88218
H -2.45376 -3.13761 -3.83489
H -3.11296 -0.63355 -4.46046
H -4.29539 1.91304 -2.15631
H -6.01085 2.95211 -3.59520
H -5.47400 3.54341 -5.92933
H -3.22529 3.06793 -6.82186
H -1.51146 2.02573 -5.38088
H 0.63788 4.33003 2.55787
H 1.33288 6.60587 3.21045
H 2.99928 7.82715 1.87386
H 3.93134 6.78780 -0.16230
H 3.23129 4.51063 -0.81901
H 3.53496 2.78153 2.38519
H 3.93760 0.26786 3.24031
H 1.68538 -4.37902 2.19695
H 0.12447 -5.30858 0.22421
H 4.48458 -3.06051 1.81998
H 5.65629 -4.15431 3.69838
H 4.77869 -3.94378 5.99511
H 2.70195 -2.68176 6.39300
H 1.53738 -1.58181 4.51923
H 0.08940 5.02799 -0.89638
H -1.73124 4.12732 -2.64165
N -1.13848 1.92572 4.07382
C -1.82815 1.01927 3.11052
C -0.84748 0.75933 1.95005
N -1.33057 -0.09822 0.91076
H -1.71893 2.14908 4.89268
H -0.88013 2.79895 3.58662
H -0.26426 1.47666 4.38381
H -2.74474 1.49966 2.76165
H -2.09056 0.08961 3.62099
H 0.06367 0.30568 2.34668
H -0.56839 1.71022 1.48679
H -2.13361 0.27180 0.41661
H -1.52093 -1.04477 1.21854
```

The strongest force on any atom comes out at 0.0196 hartree/bohr. As for the HOMO-LUMO gap: 5.528 eV. Its total energy is -2303.6781 hartree. As for the net charge: +1.


A molecular structure, C46H38As2Cl4HfN5O12 at a distorted geometry, computed with ωB97M-V/def2-TZVPD.

```
108
Properties=species:S:1:pos:R:3
Hf -0.36225 0.49090 -0.19518
Cl -5.46096 -1.50715 -4.46143
C -3.95548 -1.46287 -3.61545
C -3.69137 -0.36588 -2.80167
C -2.48374 -0.27871 -2.13112
N -2.09110 0.81122 -1.31384
C -2.82579 1.93740 -1.11490
O -3.88396 2.25502 -1.61864
C -2.21510 2.88352 -0.07657
C -2.69255 4.18039 0.02827
C -2.19875 4.98281 1.03859
C -1.24946 4.46579 1.91477
C -0.79978 3.17802 1.72143
N -1.27785 2.39710 0.74108
C -1.54540 -1.33099 -2.24258
C -1.80931 -2.40479 -3.07337
C -3.01507 -2.46848 -3.76285
Cl -3.29294 -3.81504 -4.80806
N -0.36342 -1.18767 -1.46603
C 0.80854 -1.80282 -1.76843
O 1.02323 -2.64870 -2.61383
C 1.99167 -1.31136 -0.92417
C 3.26989 -1.67886 -1.30873
C 4.33545 -1.21524 -0.55882
C 4.08963 -0.39444 0.53813
C 2.78883 -0.04493 0.82985
N 1.74917 -0.50262 0.11513
H -4.41192 0.43204 -2.72750
H -3.44698 4.50939 -0.67116
H -2.54790 6.00045 1.14991
H -0.84574 5.05774 2.72337
H -0.02980 2.75150 2.35369
H -1.08468 -3.19451 -3.18976
H 3.38234 -2.31599 -2.17355
H 5.34918 -1.48047 -0.82634
H 4.89551 -0.00741 1.14394
H 2.55748 0.62609 1.64726
C -3.56948 -3.26253 0.38288
O -2.66247 -4.27199 0.85244
C -2.01300 -4.15396 1.99893
O -1.35304 -5.05436 2.44170
C -1.88535 -2.78773 2.64821
C -2.60329 -2.43951 3.71170
As -2.41649 -0.89948 5.02680
C -0.96246 -1.72286 6.02998
C -1.51741 -0.03750 3.46857
C -0.28288 -0.47346 3.13345
As -0.36184 -1.87820 1.71325
C 1.04585 -3.11681 2.21406
C 0.79478 -0.29333 4.17079
O 0.70531 0.53292 5.04374
O 1.86428 -1.05873 3.96134
C 2.95933 -0.84843 4.87284
C -2.49141 0.26476 2.35433
O -2.30380 -0.08115 1.18563
O -3.55086 0.99974 2.58506
C -3.78190 1.75866 3.79485
C -3.71424 -3.36363 4.11441
O -4.30714 -4.09353 3.36924
O -3.95745 -3.25056 5.42441
C -4.99872 -4.10917 5.93024
H -4.53582 -3.74162 0.25008
H -3.19355 -2.89430 -0.56984
H -3.66266 -2.44251 1.09135
H -1.46352 -2.48906 6.62294
H -0.50155 -0.98895 6.68610
H -0.21923 -2.20355 5.39640
H 1.04500 -3.32351 3.27935
H 2.00354 -2.71070 1.89830
H 0.82779 -4.03629 1.66795
H 3.78497 -1.42463 4.46741
H 2.68889 -1.21312 5.86194
H 3.20487 0.20994 4.93004
H -4.35929 2.61725 3.46430
H -2.83742 2.07860 4.23182
H -4.35689 1.15999 4.49671
H -5.04779 -3.90385 6.99443
H -4.73974 -5.14921 5.74260
H -5.94246 -3.87163 5.44347
Cl 2.90628 -0.11980 -5.66406
C 1.17317 0.01115 -5.82358
C 0.49790 -0.99683 -6.47919
C -0.88237 -0.92936 -6.59521
C -1.56080 0.12257 -6.00861
C -0.86976 1.10653 -5.31582
Cl -1.82421 2.28146 -4.46314
C 0.52589 1.11158 -5.24255
N 1.28121 2.04138 -4.55247
C 1.03981 3.39246 -4.31397
C 0.43289 4.20040 -5.27087
C 0.20400 5.53982 -5.01693
C 0.60360 6.10746 -3.81426
C 1.24045 5.31343 -2.87456
C 1.45883 3.95958 -3.10131
C 2.17955 3.15026 -2.04302
C 1.29390 2.19005 -1.31073
O 1.20194 2.18357 -0.04431
O 0.62823 1.30062 -1.92616
H 1.05679 -1.82224 -6.89577
H -1.42660 -1.70505 -7.11418
H -2.63905 0.17872 -6.04446
H 2.12461 1.66205 -4.15637
H 0.14002 3.76524 -6.21701
H -0.27534 6.14698 -5.77253
H 0.44173 7.15850 -3.62097
H 1.58577 5.74972 -1.94474
H 2.63133 3.81132 -1.30517
H 2.99507 2.55894 -2.47662
```

For the energy above the lowest of the compared OMol25 structures with the same formula, charge and spin, the calculation gives 0.885 eV. The strongest force on any atom comes out at 0.0258 hartree/bohr. As for the HOMO-LUMO gap: 5.016 eV. Its total energy is -9312.7027 hartree. As for the net charge: +1.


Look up the strongest force on any atom of the third one. 0.0258 hartree/bohr


Which formula does entry 2 have? C46H37MgN6


What is the formula in the first record? C46H37CaN4O3P2S